[1]
ORCA calculation (ωB97M-V/def2-TZVPD) on a cluster of 12 separate species, C18H62N22O12 in total at a distorted geometry.

Cartesian coordinates (Å):
1 C -0.709078 -6.708947 3.588627
2 O -1.294059 -6.954366 4.908018
3 C -2.746110 -6.685219 4.866143
4 C -3.515709 -7.024743 6.201891
5 C -3.664632 -8.513770 6.584956
6 N -4.892467 -6.438303 6.250212
7 H -0.983100 -7.501389 2.892163
8 H 0.376496 -6.717339 3.686337
9 H -0.973477 -5.702965 3.262776
10 H -2.862453 -5.616331 4.687126
11 H -3.251730 -7.235712 4.072793
12 H -2.854783 -6.482647 6.878210
13 H -4.408957 -8.693510 7.360699
14 H -2.701705 -8.871731 6.949277
15 H -3.906685 -9.066844 5.677421
16 H -4.763649 -5.534035 6.681266
17 H -5.239915 -6.873489 7.092824
18 C -1.633113 11.663732 -1.689121
19 O -0.924642 10.888491 -0.685781
20 C -1.483928 9.544736 -0.474974
21 C -0.711478 8.723005 0.490322
22 C 0.696127 8.360937 0.124124
23 N -1.501259 7.524099 0.636428
24 H -1.398037 11.415439 -2.724102
25 H -1.356981 12.707791 -1.541507
26 H -2.670633 11.980611 -1.583039
27 H -2.420712 9.779608 0.030362
28 H -1.873990 8.978632 -1.320840
29 H -0.623937 9.078315 1.517058
30 H 1.424966 9.160206 -0.010190
31 H 0.637907 7.722106 -0.757126
32 H 1.188398 7.679387 0.817857
33 H -1.212491 7.023188 -0.191705
34 H -2.440522 7.872595 0.508257
35 N 0.997468 -7.446074 -3.779487
36 C 1.479646 -6.240270 -3.778271
37 N 2.693656 -6.175990 -3.282533
38 O 0.850684 -5.378523 -4.292937
39 H 0.216904 -7.676248 -4.377687
40 H 1.480226 -8.255877 -3.417183
41 H 3.217379 -5.313371 -3.323759
42 H 3.040544 -7.012079 -2.834521
43 N -5.540974 -3.280349 1.037048
44 C -4.570476 -3.040085 0.278387
45 N -4.340088 -4.174031 -0.289306
46 O -4.020681 -1.941312 0.100501
47 H -6.039300 -4.139581 0.854082
48 H -5.856793 -2.505332 1.602479
49 H -3.768423 -4.118736 -1.120110
50 H -4.868326 -4.961029 0.059564
51 N 5.101883 5.109162 -5.390936
52 C 4.525424 4.390177 -4.460529
53 N 5.079353 4.553163 -3.312231
54 O 3.578449 3.589549 -4.686309
55 H 6.060099 5.428176 -5.379370
56 H 4.639585 5.163741 -6.287267
57 H 5.793955 5.256460 -3.190549
58 H 4.638174 4.101824 -2.523713
59 N 4.532744 1.675244 5.602836
60 C 4.896192 2.939110 5.898164
61 N 4.837630 3.709491 4.843741
62 O 5.083917 3.334480 7.013816
63 H 4.160831 1.097612 6.343176
64 H 4.449696 1.303691 4.667334
65 H 4.714616 3.267228 3.944099
66 H 4.884252 4.703674 5.015597
67 N -2.247460 -0.717212 5.485648
68 C -3.174499 -0.659202 6.331976
69 N -3.021237 -1.381031 7.413592
70 O -4.259182 -0.059723 6.113022
71 H -2.549378 -0.391147 4.578656
72 H -1.273642 -0.890425 5.690004
73 H -3.735174 -1.439167 8.125647
74 H -2.160204 -1.872954 7.605242
75 N -1.934746 -0.403034 -7.285644
76 C -2.624266 -0.005728 -6.286670
77 N -2.184021 -0.494267 -5.166582
78 O -3.558318 0.751328 -6.336410
79 H -2.095505 -0.136439 -8.246474
80 H -1.123540 -0.955817 -7.047975
81 H -2.834712 -0.393093 -4.400770
82 H -1.298120 -0.977560 -5.125058
83 N 5.672578 -2.666383 -8.265515
84 C 4.915314 -1.835522 -7.676489
85 N 5.435721 -1.458434 -6.499163
86 O 3.837920 -1.564300 -8.161353
87 H 6.470683 -3.031431 -7.765636
88 H 5.667301 -2.838034 -9.260808
89 H 6.400557 -1.644316 -6.265412
90 H 4.948155 -0.744291 -5.977265
91 N 8.082855 -4.106587 0.817100
92 C 7.239207 -3.267694 0.370023
93 N 6.557974 -2.746842 1.389432
94 O 6.921266 -3.219027 -0.777117
95 H 8.459324 -4.755885 0.141248
96 H 7.983687 -4.352944 1.791565
97 H 6.070037 -1.870685 1.269543
98 H 6.857171 -3.015052 2.316061
99 N 1.406595 -0.499638 -0.181216
100 C 1.527620 0.614112 0.465463
101 N 0.342109 1.124147 0.732703
102 O 2.583302 1.213997 0.716748
103 H 2.217287 -1.024509 -0.476852
104 H 0.468850 -0.704057 -0.495773
105 H 0.150798 1.956774 1.271428
106 H -0.500629 0.604407 0.533301
107 N -6.134559 3.833442 -1.875247
108 C -7.342214 4.258284 -1.797136
109 N -7.977921 4.102508 -2.918426
110 O -7.729913 4.825232 -0.764992
111 H -5.729581 3.572698 -2.763001
112 H -5.567575 3.740665 -1.044573
113 H -7.516388 3.559715 -3.634291
114 H -8.895439 4.519691 -2.983441

Atomic forces in eV per Å
C -0.20 -0.09 1.52
O -1.31 0.09 -0.84
C -0.04 -0.67 0.45
C 0.86 0.28 -0.10
C 1.25 0.58 -0.79
N 1.09 0.11 0.40
H -0.28 0.20 -0.15
H -0.05 -0.15 0.30
H -0.28 -0.09 -0.34
H -0.18 0.13 -0.07
H 0.28 -0.11 -0.43
H -0.09 -0.31 0.86
H -0.02 0.15 -0.11
H -0.03 -0.20 -0.04
H -0.22 -0.22 0.13
H -0.04 0.95 -0.69
H -0.75 -0.62 -0.11
C 0.95 1.33 0.69
O -1.20 -0.79 -1.59
C -0.85 3.17 0.79
C 1.30 -0.06 1.56
C 0.85 -0.96 -0.71
N 0.32 -0.60 -0.10
H -0.06 -0.44 0.14
H 1.39 0.02 -0.07
H -0.92 -1.81 0.46
H -0.41 -0.10 0.33
H 1.02 0.10 -0.83
H -0.44 1.18 -0.17
H -0.49 0.28 -0.29
H 0.28 0.28 -0.67
H -0.43 0.07 0.62
H -0.75 -0.87 -0.21
H -0.57 -0.83 0.04
N -2.03 -5.32 0.31
C 0.11 0.16 -0.84
N 2.74 0.56 1.44
O -1.30 3.55 -1.22
H 0.10 0.46 0.27
H 0.02 0.29 -0.12
H -0.12 -0.34 0.24
H 0.47 0.67 -0.08
N -5.68 1.07 5.52
C 2.85 3.93 -1.78
N 3.25 -3.27 -3.88
O 0.04 -0.96 0.03
H -0.68 0.97 0.97
H -0.58 -0.53 0.13
H -0.10 -0.94 0.11
H 0.99 -0.24 -1.07
N 0.94 2.10 -3.82
C -3.51 -3.44 -1.88
N 1.42 0.09 4.44
O 1.32 1.69 0.49
H -0.35 -0.08 0.30
H 0.19 -0.28 0.18
H -0.39 -0.23 0.34
H 0.37 0.12 -0.03
N -0.25 -2.74 0.17
C -1.16 -0.89 0.74
N 0.50 2.02 -2.39
O 0.47 0.47 1.80
H 0.44 0.18 -0.11
H -0.11 0.34 0.25
H -0.12 0.87 0.04
H 0.20 -0.26 -0.56
N 4.57 0.26 -4.94
C -6.87 1.73 1.94
N 0.77 -1.89 3.48
O 1.36 -0.69 0.13
H 0.67 0.21 0.03
H -0.36 -0.08 -0.19
H 0.13 0.38 -0.38
H -0.27 0.06 -0.08
N 3.20 -1.79 -4.46
C -1.93 1.89 0.40
N 0.80 -1.31 3.97
O -2.13 1.24 -0.28
H 0.00 0.13 0.49
H -0.12 0.03 -0.89
H 0.72 -0.14 0.21
H -0.54 -0.04 0.58
N 4.92 -4.55 -3.01
C -2.79 1.53 0.72
N -0.23 1.42 2.13
O -1.14 1.47 0.31
H -0.03 0.04 -0.42
H -0.53 0.07 0.39
H -0.38 0.26 -0.09
H 0.14 -0.22 -0.02
N 4.74 -3.99 1.71
C -3.18 0.38 -0.49
N -1.69 2.25 1.90
O -0.34 1.43 -3.09
H 0.00 -0.07 0.44
H 0.73 -0.46 -0.46
H -0.01 -0.28 0.10
H -0.28 0.74 -0.12
N 0.06 -3.58 -1.79
C 2.68 3.40 0.92
N -3.65 1.54 1.18
O -0.34 -0.83 0.22
H -0.38 0.21 -0.10
H 0.64 -0.68 -0.26
H 0.78 -0.12 -0.20
H 0.21 0.06 0.09
N 5.44 -2.17 -0.10
C -1.20 2.60 3.76
N -2.62 -0.04 -2.56
O -0.85 -0.45 -0.69
H 0.11 -0.10 0.43
H -0.23 0.22 -0.27
H -0.87 0.28 -0.14
H 0.24 -0.35 -0.44

SMILES string: COC[C@H](C)N.COC[C@H](C)N.NC(N)=O.NC(N)=O.NC(N)=O.NC(N)=O.NC(N)=O.NC(N)=O.NC(N)=O.NC(N)=O.NC(N)=O.NC(N)=O
LUMO, Eh: -0.003
Gap between HOMO and LUMO, eV: 9.103
Energy relative to the best compared isomer or geometry (same formula, charge and spin), kcal per mole: 243.1

Here are the Mulliken charges for atoms 1 to 5, given in e: atom 1 (C): -0.682, atom 2 (O): -0.342, atom 3 (C): -0.672, atom 4 (C): 0.313, atom 5 (C): -1.188

=====

[2]
ORCA calculation (ωB97M-V/def2-TZVPD) on a cluster of 13 separate species, C18H62N6O13 in total at a distorted geometry.

Cartesian coordinates (Å):
1 C 2.838427 -2.087488 -4.350939
2 C 1.548094 -2.285419 -3.568888
3 O 1.931980 -3.167122 -2.530546
4 H 2.623220 -1.658167 -5.265373
5 H 3.216902 -3.110444 -4.525169
6 H 3.564751 -1.476153 -3.838579
7 H 0.828784 -2.586270 -4.250935
8 H 1.080839 -1.335517 -3.227544
9 H 1.409893 -2.932200 -1.746470
10 C -2.033530 -4.730045 -4.318046
11 C -1.738816 -4.172065 -2.931146
12 O -1.640535 -2.824577 -2.865528
13 H -1.271126 -4.285553 -4.976632
14 H -3.049613 -4.552907 -4.628761
15 H -1.905620 -5.812422 -4.488077
16 H -0.772388 -4.575727 -2.561045
17 H -2.525392 -4.408417 -2.194417
18 H -1.574432 -2.656098 -1.918211
19 C 3.378954 -0.811226 -0.789591
20 C 4.219335 0.129491 0.009579
21 O 4.974472 0.938621 -0.857391
22 H 2.650944 -0.251683 -1.259811
23 H 2.920636 -1.524499 -0.119483
24 H 4.043566 -1.375505 -1.483797
25 H 4.883637 -0.441461 0.748893
26 H 3.580815 0.801050 0.629540
27 H 4.396980 1.727707 -1.028538
28 C -0.738493 3.102499 -4.036283
29 C -0.242024 2.232344 -2.837290
30 O -1.047817 1.059661 -2.958536
31 H -0.669545 2.670442 -5.013770
32 H -0.109637 4.034289 -3.883676
33 H -1.772365 3.440868 -4.014116
34 H -0.503424 2.608022 -1.790461
35 H 0.735562 1.886622 -2.845254
36 H -0.826990 0.520214 -2.150936
37 C 1.732337 3.380990 -0.265868
38 C 2.995590 4.013666 0.087583
39 O 4.036809 3.957236 -0.909632
40 H 1.867061 2.398767 -0.541506
41 H 1.280017 3.909074 -1.070197
42 H 1.074206 3.421879 0.565504
43 H 3.261214 3.632457 1.016628
44 H 2.687290 5.036856 0.120133
45 H 3.642089 4.236455 -1.721548
46 C -1.556944 3.577650 3.881426
47 O -1.408783 3.077999 2.618778
48 N -2.751969 3.885306 4.360049
49 N -0.596653 3.706403 4.712629
50 H -3.474172 3.924177 3.609794
51 H -2.964142 3.958187 5.356780
52 H 0.345437 3.562150 4.381335
53 H -0.694242 4.072863 5.661501
54 C -0.073458 -3.705800 0.372033
55 O 0.082241 -2.704062 -0.550988
56 N -1.011901 -3.626948 1.268552
57 N 0.725553 -4.733244 0.505435
58 H -1.709882 -2.851745 1.201884
59 H -1.234557 -4.378406 1.941184
60 H 1.600971 -4.862805 0.034692
61 H 0.505663 -5.512017 1.163059
62 C -2.974145 -1.726158 -0.101187
63 O -2.709482 -0.707443 -0.973654
64 N -2.780576 -1.806120 1.205741
65 N -3.466625 -2.814665 -0.443900
66 H -2.524154 -0.915092 1.649624
67 H -3.260769 -2.420173 1.883332
68 H -3.850541 -3.047926 -1.396917
69 H -3.641605 -3.511163 0.320793
70 C 1.674453 1.942825 2.988117
71 O 2.058468 2.896582 3.957704
72 H 0.848884 2.269675 2.385379
73 H 1.480663 1.060229 3.436054
74 H 2.557962 1.700993 2.450481
75 H 2.893497 2.598450 4.419891
76 C 0.136905 0.261302 0.432213
77 O 0.203976 -0.086133 -0.898941
78 H -0.618446 -0.413406 0.877633
79 H -0.113740 1.287738 0.656057
80 H 1.136043 0.050214 0.762685
81 H 0.311097 -0.990148 -0.885831
82 C -3.475279 0.876806 3.580666
83 O -2.354443 0.550254 2.734623
84 H -3.972283 1.596535 2.986006
85 H -3.089026 1.224080 4.496646
86 H -4.179476 0.035304 3.659770
87 H -1.874573 1.334468 2.691860
88 C -3.032689 2.189081 0.096052
89 O -3.679826 2.975178 -0.941202
90 H -3.716601 1.504484 0.540653
91 H -2.814472 3.055817 0.789936
92 H -2.118663 1.609971 -0.143513
93 H -4.446692 3.417019 -0.596182
94 C 1.363387 -1.713758 2.914911
95 O 2.579438 -1.294246 2.293114
96 H 1.329050 -1.246263 3.846266
97 H 1.610508 -2.739241 3.020321
98 H 0.506383 -1.584156 2.391331
99 H 3.237574 -0.888862 2.981454

Atomic forces in eV per Å
C -0.23 -1.13 1.24
C 2.08 1.85 0.76
O -0.80 -0.15 0.36
H -0.31 1.01 -2.13
H 0.18 0.51 0.04
H 0.27 0.00 0.29
H -1.65 -1.72 -1.06
H 0.66 -0.30 0.37
H -0.19 -0.24 -0.07
C 0.84 -0.04 -0.24
C 0.30 -2.58 0.81
O -0.20 2.20 -0.71
H -0.63 0.16 -0.15
H -0.27 0.64 -0.34
H 0.16 0.23 0.85
H -0.38 -0.46 -0.13
H 0.02 -1.09 -0.23
H 0.41 0.83 -0.21
C 2.00 -1.73 0.86
C 0.30 -0.16 1.56
O -0.32 1.39 -0.17
H -1.61 0.86 -1.49
H -0.33 -0.28 0.08
H -0.68 0.49 0.27
H -0.52 0.84 -1.11
H 0.19 -0.52 -0.09
H 1.16 -0.73 0.00
C 1.69 1.96 2.17
C -4.70 -0.55 -0.02
O 0.15 -0.93 0.87
H 0.86 -0.52 -0.36
H -0.62 -0.60 -1.06
H -0.14 -0.28 0.86
H 0.57 0.55 -1.44
H 2.38 0.17 -0.37
H -0.48 0.29 -1.08
C -0.50 0.45 -0.56
C -0.03 1.73 -1.79
O 0.13 -1.11 1.45
H 0.09 -2.53 -0.70
H -0.60 0.30 -0.83
H -0.76 0.09 0.77
H 1.56 -0.39 1.52
H 0.46 1.15 0.98
H -0.36 0.28 -0.88
C -0.85 -2.56 -5.85
O -0.38 2.41 5.22
N -2.87 0.48 -1.13
N 3.42 0.39 2.27
H 0.60 -0.16 1.53
H 0.05 0.14 -0.93
H 0.39 -0.22 0.19
H -0.12 -0.12 -0.83
C 1.16 4.64 -3.67
O -0.61 -4.54 3.92
N -2.28 -0.60 1.78
N 1.57 -3.12 0.60
H 1.12 -0.40 0.15
H 0.67 0.64 -0.81
H -0.04 0.43 -0.58
H 0.17 1.35 -0.88
C 1.48 8.52 -4.73
O -1.05 -4.92 5.12
N 0.87 3.58 4.76
N -4.28 -8.02 -3.70
H 0.06 -0.08 0.12
H -0.23 0.70 -1.22
H 0.92 0.75 1.54
H 0.05 0.80 -1.82
C 1.59 1.41 -0.65
O 1.08 0.62 1.42
H -0.17 0.40 -0.07
H -1.43 -3.01 1.65
H 0.58 0.04 -1.45
H -1.57 0.51 -0.92
C -0.21 -1.08 0.80
O -0.43 3.95 -1.66
H 0.43 0.52 0.46
H -0.22 0.34 -0.49
H 0.47 0.04 1.36
H 0.21 -3.43 -0.30
C 0.44 -1.26 -2.06
O -1.69 -3.46 0.88
H -1.04 1.31 0.13
H -0.13 0.41 1.31
H 0.60 -0.01 0.24
H 1.74 2.72 -0.56
C -0.02 3.12 0.92
O 1.00 -1.38 -1.47
H -0.63 -0.67 0.35
H 0.44 -1.78 0.13
H -0.79 0.80 -0.76
H -0.27 0.01 0.51
C 3.99 -0.98 1.00
O 2.02 2.20 0.77
H -0.67 0.58 1.74
H -0.91 -1.47 0.68
H -2.24 0.77 -2.04
H -2.16 -1.25 -1.92

LUMO, Eh: -0.010
Gap between HOMO and LUMO, eV: 7.683
Energy relative to the best compared isomer or geometry (same formula, charge and spin), kcal per mole: 53.1

Here are the Mulliken charges for atoms 1 to 5, given in e: atom 1 (C): -1.584, atom 2 (C): 0.636, atom 3 (O): -0.609, atom 4 (H): 0.474, atom 5 (H): 0.319

=====

> Among the records above, which one has the highest LUMO?

C18H62N22O12